Record 1
C2H7N4OS | ωB97M-V/def2-TZVPD

The HOMO energy (alpha / beta) is -11.6009 / -11.6006 eV. As for the energy above the lowest of the compared OMol25 structures with the same formula, charge and spin: 3.250 eV. The total charge is +1. The value obtained for the molecular weight is 135.172 g/mol.

Element x y z (Å)
C: -0.85 -0.13 0.03
C: -1.35 -0.05 2.44
N: -0.77 0.32 1.33
N: 0.12 0.18 -0.81
N: 0.19 -0.24 -2.12
N: 1.05 0.91 -0.44
O: -2.43 -0.79 2.50
S: 2.49 1.01 -1.25
H: -1.74 -0.51 -0.43
H: -1.03 0.36 3.37
H: 0.25 -1.24 -2.27
H: -0.65 0.20 -2.51
H: 0.02 0.90 1.28
H: -2.52 -1.20 1.61
H: 2.80 1.74 -0.32

These are the Mulliken partial charges, in e, on atoms 1 to 4: -0.183 0.262 -0.006 0.837



Record 2
C2H7N4P | ωB97M-V/def2-TZVPD

The HOMO energy (alpha / beta) is -18.8251 / -17.0972 eV. As for the energy above the lowest of the compared OMol25 structures with the same formula, charge and spin: 3.984 eV. The total charge is +2. The value obtained for the molecular weight is 118.080 g/mol.

Element x y z (Å)
C: -1.04 -0.73 1.13
C: -1.41 0.83 -0.58
N: 0.00 -0.06 1.51
N: -1.81 -0.20 0.19
N: -0.30 1.45 -0.45
N: 2.44 -0.23 -0.67
P: 0.81 1.40 0.89
H: -1.53 -1.53 1.71
H: -2.09 1.14 -1.42
H: 0.49 -0.49 2.34
H: -2.77 -0.63 0.11
H: -0.17 2.39 -1.05
H: 2.69 0.36 -1.44
H: 3.31 -0.53 -0.37

These are the Mulliken partial charges, in e, on atoms 1 to 4: 0.111 0.079 -0.149 -0.067



Record 3
C2H7N5 | ωB97M-V/def2-TZVPD

The HOMO energy is -8.6950 eV. As for the energy above the lowest of the compared OMol25 structures with the same formula, charge and spin: 4.925 eV. Its SMILES is N/N=C\N=C/NN. The value obtained for the molecular weight is 101.113 g/mol.

Element x y z (Å)
N: -1.77 0.51 -0.84
N: -1.66 0.17 0.56
C: -0.68 -0.59 0.82
N: 0.03 -1.37 -0.13
C: 1.31 -0.89 -0.29
N: 1.74 0.33 -0.14
N: 0.97 1.45 0.22
H: -3.02 0.35 -0.95
H: -1.16 -0.23 -1.31
H: -0.47 -0.93 1.82
H: 1.87 -1.59 -0.96
H: 2.96 0.45 -0.13
H: 0.26 1.64 -0.56
H: 0.64 1.58 1.14

These are the Mulliken partial charges, in e, on atoms 1 to 4: -0.513 -0.460 -0.046 -0.624



Record 4
C2H7N5 | ωB97M-V/def2-TZVPD

The HOMO energy (alpha / beta) is -7.1368 / -7.2486 eV. As for the energy above the lowest of the compared OMol25 structures with the same formula, charge and spin: 5.527 eV. The value obtained for the molecular weight is 101.113 g/mol.

Element x y z (Å)
C: -1.08 -0.69 0.50
C: -0.13 -1.20 -0.30
N: 0.47 0.90 0.86
N: -0.84 0.70 0.84
N: 0.95 -0.42 -0.62
N: -1.56 1.58 -0.04
N: 2.21 -0.87 -0.45
H: -2.04 -1.10 0.72
H: -0.20 -2.17 -0.74
H: 0.71 1.81 0.48
H: -2.55 1.40 0.04
H: -1.27 1.43 -1.01
H: 2.44 -1.19 0.50
H: 2.88 -0.18 -0.78

These are the Mulliken partial charges, in e, on atoms 1 to 4: -0.489 -0.112 -0.516 0.193



Record 5
C2H7N5O | ωB97M-V/def2-TZVPD

The HOMO energy is -9.1761 eV. As for the energy above the lowest of the compared OMol25 structures with the same formula, charge and spin: 5.334 eV. Its SMILES is [H]/N=C(\N)O/C(=N/[H])NN. The value obtained for the molecular weight is 117.112 g/mol.

Element x y z (Å)
H: 0.22 1.05 2.47
N: 0.28 0.68 1.58
C: -0.64 0.81 0.81
N: -1.75 1.44 0.64
O: -0.62 -0.08 -0.22
C: 0.08 -1.19 -0.49
N: -0.60 -2.32 -0.33
H: -0.06 -3.18 -1.08
N: 1.44 -0.96 -1.01
N: 1.66 0.51 -1.07
H: -2.27 1.39 -0.44
H: -2.39 1.94 1.50
H: 2.17 -1.62 -0.21
H: 1.09 0.62 -1.95
H: 1.38 0.93 -0.19

These are the Mulliken partial charges, in e, on atoms 1 to 4: 0.190 -0.589 0.560 -0.460



Record 6
C2H7NO | ωB97M-V/def2-TZVPD

The HOMO energy (alpha / beta) is 1.3926 / -4.5372 eV. The expectation value of S² is 0.751. As for the energy above the lowest of the compared OMol25 structures with the same formula, charge and spin: 1.404 eV. Its multiplicity is 2. The total charge is -1. The value obtained for the molecular weight is 61.084 g/mol.

Element x y z (Å)
C: 0.19 1.31 -0.68
C: 1.92 0.91 -2.24
N: 0.77 0.64 -1.83
H: -0.79 0.78 -0.53
H: -0.06 2.37 -0.90
H: 0.72 1.17 0.29
H: 2.45 0.63 -3.18
H: 2.79 1.37 -1.76
H: -2.37 -2.68 4.49
H: -2.97 -1.84 3.42
O: -2.24 -2.47 3.54

These are the Mulliken partial charges, in e, on atoms 1 to 4: -1.795 -0.962 0.049 0.466



| no. | largest force on an atom (eV Å⁻¹) |
| --- | --- |
| 1 | 4.3 |
| 2 | 3.4 |
| 3 | 7.2 |
| 4 | 2.1 |
| 5 | 9.9 |
| 6 | 3.6 |